Record 1
{
  "formula": "C2ClF3",
  "method": "the ωB97M-V functional and the def2-TZVPD basis",
  "symbols": ["Cl", "F", "F", "F", "C", "C"],
  "positions_angstrom": [[-3.7697, -0.6583, -0.3596], [-0.5046, -0.9600, 1.1238], [2.2324, 0.1008, 0.2736], [1.0924, 1.3951, -1.0399], [-0.0889, -0.1966, 0.2045], [1.0383, 0.3190, -0.2024]],
  "forces_ev_per_a": [[0.0644, 0.0202, -0.0059], [-0.0728, -1.2785, 1.0576], [0.7983, -0.5189, 0.3039], [-0.3234, -1.4677, 0.4590], [-0.0449, 1.4604, -1.5472], [-0.4215, 1.7845, -0.2675]],
  "e_homo_ha": [-0.371, -0.384],
  "spin_multiplicity": 1,
  "gap_ev": [8.70, 6.30],
  "e_above_lowest_kj_mol": 436.57
}

Record 2
{
  "formula": "C2ClF3N2",
  "method": "the ωB97M-V functional and the def2-TZVPD basis",
  "symbols": ["Cl", "F", "F", "F", "N", "N", "C", "C"],
  "positions_angstrom": [[0.5507, -2.4375, -0.1716], [1.3131, -1.1079, 1.8692], [0.4148, 0.3943, -1.4032], [2.4497, -0.8067, 0.1460], [-0.5259, 0.1030, -0.5338], [-2.4664, 1.6756, -0.2995], [-1.4878, 1.0361, -0.4035], [1.3250, -1.2119, 0.6248]],
  "forces_ev_per_a": [[-0.0924, -1.2314, -0.0923], [-0.3733, -0.2701, 3.3198], [1.3070, 1.3436, -1.9283], [1.2056, 0.2967, -0.8187], [-1.9602, -1.1332, 2.2964], [1.3486, -0.7459, 0.0572], [-0.4985, 0.7592, -0.5402], [-0.9367, 0.9810, -2.2938]],
  "e_homo_ha": [-0.313, -0.387],
  "spin_multiplicity": 1,
  "gap_ev": [6.14, 10.20],
  "e_above_lowest_kj_mol": 456.50
}

Record 3
{
  "formula": "C2ClF3O3S",
  "method": "the ωB97M-V functional and the def2-TZVPD basis",
  "symbols": ["Cl", "S", "F", "F", "F", "O", "O", "O", "C", "C"],
  "positions_angstrom": [[0.3990, -0.1590, 1.9950], [-0.1816, 1.3447, -0.9152], [1.8571, -0.6448, -0.3930], [-0.0650, -2.4583, 0.7992], [-1.6278, -0.9812, 0.5979], [0.7642, 2.4113, -0.8360], [-1.2353, 1.3849, 0.0739], [-0.2146, 0.5027, -2.0826], [0.6495, -0.2139, 0.0911], [-0.3456, -1.1864, 0.6696]],
  "forces_ev_per_a": [[-0.8684, -0.3959, 4.8415], [0.5762, -0.0688, 0.8939], [-1.9368, 0.5965, 0.0312], [0.1435, 0.0545, -0.4533], [-0.2793, -0.6825, -0.4863], [0.0217, -0.2071, -0.4068], [-0.2238, 0.3209, -1.1740], [-0.7656, 0.5891, -0.5287], [2.5184, -1.5309, -4.0768], [0.8141, 1.3241, 1.3593]],
  "e_homo_ha": [-0.268, -0.437],
  "spin_multiplicity": 3,
  "gap_ev": [7.67, 7.22],
  "e_above_lowest_kj_mol": 99.90
}

Record 4
{
  "formula": "C2ClO4",
  "method": "the ωB97M-V functional and the def2-TZVPD basis",
  "symbols": ["Cl", "O", "O", "O", "O", "C", "C"],
  "positions_angstrom": [[3.0248, -0.2596, -0.3528], [-1.8371, -0.2026, 0.7976], [-2.0493, 0.7226, -1.3163], [0.8441, -0.1397, 1.2132], [0.5669, 0.4289, -0.0254], [1.2729, -0.7467, -0.0205], [-1.8223, 0.1971, -0.2958]],
  "forces_ev_per_a": [[1.3389, 0.2991, -0.0213], [-0.1571, -0.3444, -0.7176], [0.5162, -0.6218, 0.0184], [1.0205, -0.9773, 2.0161], [-1.2581, 2.2277, -2.2946], [-0.7829, -1.4494, 0.1333], [-0.6776, 0.8661, 0.8657]],
  "e_homo_ha": -0.124,
  "total_charge": -1,
  "spin_multiplicity": 1,
  "gap_ev": 6.95,
  "e_above_lowest_kj_mol": 612.24
}

Record 5
{
  "formula": "C2ClO4",
  "method": "the ωB97M-V functional and the def2-TZVPD basis",
  "symbols": ["Cl", "O", "O", "O", "O", "C", "C"],
  "positions_angstrom": [[1.9056, -1.0390, 0.0491], [-1.7939, 0.1669, 0.2366], [0.9186, 1.2728, -0.6724], [-0.7523, -1.7866, -0.1811], [1.2538, 1.4270, 0.6989], [0.7095, 0.2167, 0.1996], [-0.8741, -0.6133, 0.1364]],
  "forces_ev_per_a": [[1.2917, -0.5032, 0.0755], [-0.5331, 0.6678, 0.5069], [-0.4882, -0.2990, -1.7214], [0.2667, 0.1972, 0.4473], [-0.5388, -0.6500, 1.8560], [-0.6690, 0.0340, -0.5447], [0.6707, 0.5532, -0.6196]],
  "smiles": "O=C([O-])C1(Cl)OO1",
  "e_homo_ha": -0.181,
  "total_charge": -1,
  "spin_multiplicity": 1,
  "gap_ev": 8.71,
  "e_above_lowest_kj_mol": 542.44
}

Record 6
{
  "formula": "C2CuFLi2O2",
  "method": "the ωB97M-V functional and the def2-TZVPD basis",
  "symbols": ["Cu", "F", "O", "O", "C", "C", "Li", "Li"],
  "positions_angstrom": [[-0.3170, 1.2336, -0.5783], [1.4368, 1.5022, -0.0107], [-1.7044, -0.2052, -0.1751], [1.7086, -1.8085, 0.0343], [-0.6727, -1.0214, -0.1700], [0.4833, -1.4256, -0.0542], [2.3393, -0.0202, 0.0118], [-3.2739, 1.7451, 0.9422]],
  "forces_ev_per_a": [[-1.0204, -0.9484, 0.5192], [1.0166, 0.4506, -0.1293], [-0.9760, 1.4343, -0.3315], [0.6965, 0.1739, -0.0441], [1.6004, -0.5236, 0.2993], [-1.0419, 0.3224, -0.0890], [-0.7434, -0.4262, 0.0647], [0.4682, -0.4830, -0.2891]],
  "e_homo_ha": [-0.046, -0.090],
  "total_charge": -1,
  "spin_multiplicity": 2,
  "gap_ev": [3.69, 4.89],
  "e_above_lowest_kj_mol": 48.57
}

Record 7
{
  "formula": "C2F18K3N6O30S14",
  "method": "the ωB97M-V functional and the def2-TZVPD basis",
  "symbols": ["K", "K", "K", "S", "S", "S", "S", "S", "S", "S", "S", "S", "S", "S", "S", "S", "S", "F", "F", "F", "F", "F", "F", "F", "F", "F", "F", "F", "F", "F", "F", "F", "F", "F", "F", "O", "O", "O", "O", "O", "O", "O", "O", "O", "O", "O", "O", "O", "O", "O", "O", "O", "O", "O", "O", "O", "O", "O", "O", "O", "O", "O", "O", "O", "O", "N", "N", "N", "N", "N", "N", "C", "C"],
  "positions_angstrom": [[-1.0190, -1.4300, -3.1885], [2.1160, -1.5077, 1.1541], [2.0263, 1.1370, 3.4659], [1.3350, 3.1013, -4.0202], [-0.9372, -0.5197, 1.3198], [-3.5896, -0.4091, 4.8699], [-3.9255, -4.1544, -1.3657], [2.4756, -3.1042, -2.1794], [5.8048, 3.7427, -0.1711], [3.7195, -1.0605, -2.2575], [1.6582, 3.9283, -6.3222], [-5.1858, -3.4169, 0.4170], [-4.9408, 2.2898, -2.9918], [5.0601, -1.6349, 3.9733], [-0.2904, 1.1982, -0.1005], [-5.6645, -1.1054, 5.9521], [2.9351, -2.5679, 4.6508], [-6.7450, -3.0776, 0.8368], [-2.6041, 3.6055, -3.2174], [3.2105, 3.5233, 0.4575], [4.5731, 2.8916, 2.0351], [1.3429, -2.5310, 4.3814], [-6.0279, -1.3987, 7.5294], [2.7497, -0.1713, -1.3338], [-2.2987, 0.5696, 5.0560], [2.6535, 3.0521, -7.2767], [2.4290, 2.6285, -2.9034], [2.2787, -4.4391, -1.2542], [4.2263, 1.6172, 0.3119], [-2.3665, 1.5033, -3.4855], [-0.3955, -1.0514, 2.7722], [-4.2547, -4.1734, -2.9464], [1.0673, 1.8637, -0.5384], [5.4983, -0.1797, 3.4672], [-3.3366, 2.7499, -5.0617], [0.3699, 3.3810, -6.6452], [4.9626, -0.3973, -1.9727], [-5.6420, -2.4140, 5.3545], [-3.0019, -1.6478, 4.4478], [-5.7087, 3.4211, -3.5006], [-6.8581, -0.3370, 5.6522], [0.5910, 1.8810, -4.1279], [3.0157, -2.3215, 6.0572], [-4.2906, 0.4000, 3.9036], [5.4580, 3.7190, -1.5691], [-4.7586, 2.1783, -1.5615], [-2.2067, 0.0944, 1.5488], [5.9303, 5.0793, 0.3948], [-4.6976, -2.0603, 0.5809], [1.8942, 5.3020, -6.6386], [-3.4516, -5.5020, -1.1565], [5.8997, -2.4695, 3.1601], [-5.3958, 1.0353, -3.6095], [-1.1752, 2.2794, 0.1697], [3.2118, -0.9197, -3.5896], [-4.7693, -4.3767, 1.4099], [-0.8588, -1.7323, 0.5045], [-0.5771, 0.4123, -1.2870], [3.2037, -3.9127, 4.2014], [6.8869, 2.8489, 0.1697], [2.8465, -3.7395, -3.4142], [5.4608, -1.3945, 5.3654], [-2.9264, -3.1052, -1.3464], [1.1811, -2.4627, -2.1258], [0.7202, 4.2483, -3.4105], [3.5968, -2.4964, -1.2996], [-5.5649, -3.8905, -0.9510], [-4.2089, -0.3673, 6.3090], [3.3517, -1.4171, 3.6303], [0.3072, 0.4217, 1.2992], [2.4758, 3.3973, -4.9590], [-3.1960, 2.5164, -3.7335], [4.3461, 2.8792, 0.7029]],
  "forces_ev_per_a": [[-0.1743, 0.4252, 0.5919], [0.0114, -0.6703, -0.8141], [-0.2252, 0.0704, -0.2462], [-0.2887, -2.1582, 7.1786], [-2.6106, -5.2082, 3.1976], [2.8364, 1.7083, -4.2852], [0.9530, -1.2277, -4.3321], [-2.7121, -5.1508, -0.3299], [0.3791, -0.0800, -0.7678], [2.6090, 4.0137, 2.3012], [2.2045, -1.5181, -0.4312], [-3.0018, 5.8199, 8.5559], [-0.8575, -1.7418, -0.4472], [3.4888, 4.3394, 0.5934], [1.5329, 3.4741, -3.3073], [-2.7431, -0.5935, 2.3864], [-5.0021, -3.3605, 1.1420], [-0.0221, -0.9773, -0.0046], [-0.1416, 0.0116, -0.0749], [-0.4037, -0.1337, 0.3719], [-0.4719, -0.2863, 0.6481], [0.8326, 0.8294, -0.1342], [0.6545, -0.1810, -0.1158], [-0.4734, -0.5125, -0.3537], [-0.0342, -0.5025, 1.0924], [-0.3641, 0.8465, -0.4850], [-0.6158, 0.2197, 0.2465], [-0.1452, 0.7540, 0.0453], [-0.2316, -0.2659, 0.2573], [-0.2791, -0.3838, -0.5731], [-0.4828, -0.5923, 0.3322], [-0.1885, -0.1472, -0.1309], [0.0999, -0.0409, 0.7175], [-0.8853, -0.0015, -0.9700], [0.4641, -0.6252, 0.2367], [0.4492, 0.3515, 0.4720], [-0.2753, -1.5638, -0.3084], [0.8019, 0.9258, 0.3866], [-0.3473, 0.6101, 0.7726], [0.6611, 0.3790, 0.3330], [1.7522, 0.4190, -0.2495], [-0.4362, 0.4132, -0.9723], [0.2668, 0.5005, -0.5157], [-0.4208, -1.0635, 0.7817], [-0.4539, 0.0549, 0.1555], [0.2962, 0.7062, -0.5037], [1.1563, -0.4607, -0.3804], [-0.5303, -0.3184, 0.4592], [0.5595, -1.8509, -0.8204], [0.2203, -0.0601, -0.0780], [-0.6616, 0.8151, 0.4654], [-1.8340, -0.3251, 0.4080], [0.6949, 0.5152, -0.0099], [0.5500, -0.4803, 0.5537], [-0.1788, -1.3033, 0.8780], [0.1048, -0.2346, -1.0294], [0.4367, 1.8345, 1.0770], [0.1930, -0.2782, 1.8989], [1.0703, 0.9286, 0.0520], [0.3739, -0.3159, 0.6147], [0.0649, 0.7201, 0.1382], [-1.3817, -1.7592, -1.6064], [-1.3309, -0.7342, 0.6277], [0.7519, -0.1353, 0.0964], [-0.4268, -0.1932, -0.8311], [0.4046, 2.8664, -2.4391], [3.6257, -1.7283, -3.6786], [-2.5601, -1.2522, -0.3335], [3.5829, -1.0481, 1.3252], [-0.6190, 2.2690, -3.8386], [-0.6928, 2.0295, -5.3843], [-1.0703, 1.1725, 0.7742], [1.4912, 1.4411, -1.3825]],
  "e_homo_ha": 0.032,
  "total_charge": -5,
  "spin_multiplicity": 1,
  "gap_ev": 5.84
}

Record 8
{
  "formula": "C2F3MgNO4S2Sr",
  "method": "the ωB97M-V functional and the def2-TZVPD basis",
  "symbols": ["Sr", "S", "S", "Mg", "F", "F", "F", "O", "O", "O", "O", "N", "C", "C"],
  "positions_angstrom": [[-1.4713, -1.9321, -0.7693], [0.9762, 0.1214, 0.5743], [-0.4755, 0.4767, -1.8652], [-2.2079, 2.0122, -0.0497], [3.4424, -0.7552, 0.6636], [2.5988, -0.7482, -1.3202], [3.1979, 1.1077, -0.3982], [-3.4412, -1.3777, 0.5016], [0.4471, -1.2896, 0.4879], [1.1997, 0.6360, 1.9148], [-3.8936, 0.8653, 0.3113], [0.1781, 1.1359, -0.3273], [2.6784, -0.0857, -0.1804], [-3.2290, -0.1668, 0.4569]],
  "forces_ev_per_a": [[0.9090, -0.6026, -0.0421], [0.0256, -0.2991, 1.4271], [-0.9304, 0.9951, 0.4447], [1.6490, -2.0205, -0.7993], [0.0052, -0.1078, 0.0931], [-0.1068, -0.2245, -0.4162], [0.0314, 0.1652, -0.0328], [-0.2149, 1.2459, 0.0793], [0.1457, 1.0394, -0.0545], [-0.4018, -0.5285, -1.6485], [0.1944, 1.3567, 0.0454], [-1.2797, 0.1552, 0.4432], [-0.2362, 0.2616, 0.4448], [0.2094, -1.4362, 0.0157]],
  "e_homo_ha": [-0.437, -0.437],
  "total_charge": 1,
  "spin_multiplicity": 2,
  "gap_ev": [5.72, 5.72],
  "e_above_lowest_kj_mol": 92.69
}

Record 9
{
  "formula": "C2F3NO5S2Yb",
  "method": "the ωB97M-V functional and the def2-TZVPD basis",
  "symbols": ["Yb", "S", "S", "F", "F", "F", "O", "O", "O", "O", "O", "N", "C", "C"],
  "positions_angstrom": [[-4.9666, -0.8764, -2.2304], [0.3757, 1.8762, -0.6642], [1.6283, -0.4996, -0.1554], [4.0292, -1.4357, -0.4541], [3.9264, 0.1122, 1.0400], [3.8451, 0.6301, -1.0566], [-2.7105, -0.4385, 0.0139], [-3.6928, -0.7975, 1.8570], [-4.9039, -0.7740, 0.0006], [1.3627, -1.3142, 1.0598], [0.0829, 3.2251, -0.1839], [1.3336, 1.1404, 0.3078], [-3.8075, -0.5855, 0.6128], [3.4975, -0.2624, -0.1472]],
  "forces_ev_per_a": [[0.1755, 0.0769, 1.5889], [-0.9582, 2.9191, 0.9288], [-0.5059, 1.7266, 2.4761], [-0.7378, 0.2942, 0.0877], [-1.0051, -0.1158, -0.5173], [-0.9266, -0.2323, 0.2710], [-0.2408, 0.6411, -0.2791], [-0.2343, 0.4409, 0.8130], [-1.2414, 0.3785, -1.1401], [0.0865, 0.1471, -1.1980], [0.6066, -2.5074, -0.9746], [-0.0025, -1.8039, -0.8294], [1.4867, -1.5209, -1.1554], [3.4974, -0.4439, -0.0716]],
  "e_homo_ha": [-0.629, -0.629],
  "total_charge": 2,
  "spin_multiplicity": 3,
  "gap_ev": [8.22, 5.45]
}

Record 10
{
  "formula": "C2F3NO6S2Sc",
  "method": "the ωB97M-V functional and the def2-TZVPD basis",
  "symbols": ["Sc", "S", "S", "F", "F", "F", "O", "O", "O", "O", "O", "O", "N", "C", "C"],
  "positions_angstrom": [[-0.4133, 1.1352, -1.6168], [-0.5276, -0.5753, 1.2024], [-2.8921, 0.7394, 0.2349], [-0.2636, 1.7158, 2.4804], [1.3102, 0.2906, 2.8556], [-0.6302, 0.0188, 3.7604], [-0.1703, -1.9415, 1.5668], [0.2769, 0.0353, 0.1055], [-3.6067, -1.4134, -2.9468], [-3.4236, -0.0624, -1.0826], [-1.9455, 1.7969, -0.3117], [-1.5981, -0.5821, -2.3489], [-2.0831, -0.4064, 1.0946], [-2.8055, -0.8543, -2.2396], [0.0063, 0.4365, 2.6791]],
  "forces_ev_per_a": [[-1.3560, -1.8104, 0.9457], [-0.2412, -2.3848, 0.9644], [-0.5830, -1.7519, -0.9037], [-0.1369, 0.4963, -0.1326], [0.2172, -0.0029, -0.0181], [-0.0783, -0.0386, -0.0121], [-0.3598, 2.2050, -0.7108], [-0.0922, 0.4641, -0.3642], [1.1739, 0.5030, 1.6959], [-0.4646, 0.1492, 0.9612], [0.9721, 0.1304, -0.6100], [2.3503, 1.0286, 0.0805], [0.7744, 0.9525, -0.6033], [-2.0621, 0.5960, -1.0344], [-0.1139, -0.5365, -0.2586]],
  "e_homo_ha": [-0.300, -0.385],
  "spin_multiplicity": 2,
  "gap_ev": [6.76, 9.39],
  "e_above_lowest_kj_mol": 8.66
}

Record 11
{
  "formula": "C2F3O3S",
  "method": "the ωB97M-V functional and the def2-TZVPD basis",
  "symbols": ["S", "F", "F", "F", "O", "O", "O", "C", "C"],
  "positions_angstrom": [[0.3488, -2.0425, 0.7466], [0.3967, 2.1754, 0.9021], [-0.6913, 3.1169, -0.7688], [-0.9706, 0.8068, -2.2112], [1.7535, -1.7583, 1.0186], [0.2245, -3.1181, -0.2409], [-0.5485, -1.9165, 1.8264], [-0.1671, 1.9534, -0.3442], [-0.3460, 0.7829, -0.9287]],
  "forces_ev_per_a": [[3.8613, -1.7887, -1.7253], [-0.5787, -0.4773, -1.4771], [0.2212, 0.5429, -0.0432], [0.5479, 0.3544, 1.4748], [-1.3737, 0.7183, -0.1982], [-1.1080, 1.6511, 0.8058], [-1.5364, 0.4548, 0.5043], [-0.3585, 0.0146, 0.6896], [0.3248, -1.4700, -0.0308]],
  "e_homo_ha": [-0.174, -0.161],
  "total_charge": -1,
  "spin_multiplicity": 1,
  "gap_ev": [6.87, 6.32],
  "e_above_lowest_kj_mol": 303.99
}

Record 12
{
  "formula": "C2F4OS",
  "method": "the ωB97M-V functional and the def2-TZVPD basis",
  "symbols": ["S", "F", "F", "F", "F", "O", "C", "C"],
  "positions_angstrom": [[0.1505, 1.6911, 1.0992], [0.4216, -1.8992, 1.7070], [-1.4028, -0.6606, -1.4117], [0.6317, -1.3001, -1.2801], [0.0991, 0.6381, -1.9075], [0.3614, 1.6036, 2.5092], [-0.2378, -0.2981, -1.0172], [-0.0237, 0.2252, 0.3011]],
  "forces_ev_per_a": [[-0.4115, -2.7984, -1.8219], [-0.6056, 2.5197, -1.5615], [-2.3979, -1.0204, 0.8026], [-0.3829, -0.1130, 0.7899], [0.6094, 1.9422, -0.1495], [0.1710, 0.1575, 0.7320], [2.4469, -1.5455, -3.1578], [0.5706, 0.8579, 4.3662]],
  "e_homo_ha": [-0.431, -0.431],
  "spin_multiplicity": 1,
  "gap_ev": [7.22, 7.22],
  "e_above_lowest_kj_mol": 534.60
}